DFT (ωB97M-V/def2-TZVPD) results for 2 unconnected molecules or ions with the total composition H2NO4 in a non-equilibrium geometry.

Element x y z (Å)
N -2.1732 0.3014 -0.2164
O -1.7692 -0.8819 -0.0284
O 0.9791 0.3446 -0.3817
O -1.3255 1.4024 0.3078
O 0.8905 -0.9285 0.2947
H -0.0982 -1.1336 0.2178
H -0.0492 0.7899 -0.0550

Its net charge is -1. Its maximum force is 5.83 eV/A. The value obtained for the molecular weight is 80.0 g mol⁻¹. Its energy is -356.75987 Eh. As for the energy above the lowest of the compared OMol25 structures with the same formula, charge and spin: 107.17 kJ/mol. Its spin multiplicity is 1. Its orbital gap is 8.7 eV.